The following is a DFT calculation (ωB97M-V/def2-TZVPD) of a structure of composition C42H37ErFN5O6PS at a distorted geometry.

Atoms and positions in Å:
Er: -0.296 -0.377 -0.083
F: 6.403 -2.125 -0.919
C: 5.972 -0.849 -0.836
C: 4.634 -0.604 -0.761
C: 4.184 0.705 -0.601
C: 2.740 0.951 -0.498
O: 1.964 0.024 -0.797
C: 2.355 2.250 -0.048
C: 3.306 3.220 -0.013
N: 4.620 3.039 -0.288
C: 5.529 4.164 -0.234
C: 6.206 4.593 -1.502
C: 5.115 5.434 -0.904
C: 5.100 1.752 -0.508
C: 6.468 1.483 -0.628
C: 6.917 0.187 -0.784
N: 8.324 -0.036 -0.878
C: 8.863 -1.255 -1.474
C: 10.370 -1.030 -1.705
N: 10.624 0.457 -1.704
C: 10.429 1.017 -0.311
C: 9.142 0.396 0.250
C: 0.963 2.610 0.403
O: 0.667 3.774 0.568
O: 0.212 1.578 0.613
H: 3.928 -1.422 -0.767
H: 3.007 4.226 0.252
H: 6.084 4.242 0.693
H: 5.963 4.033 -2.396
H: 7.226 4.946 -1.433
H: 4.161 5.443 -1.412
H: 5.381 6.358 -0.413
H: 7.179 2.300 -0.611
H: 8.362 -1.444 -2.420
H: 8.746 -2.140 -0.848
H: 10.715 -1.431 -2.654
H: 10.991 -1.430 -0.907
H: 9.920 0.892 -2.304
H: 11.545 0.689 -2.070
H: 10.373 2.098 -0.419
H: 11.318 0.755 0.258
H: 8.612 1.138 0.840
H: 9.375 -0.442 0.917
N: -2.363 0.116 -0.216
P: -3.295 -0.184 0.983
C: -4.377 -1.620 0.636
C: -4.926 -1.629 -0.651
C: -5.742 -2.665 -1.077
C: -6.010 -3.733 -0.231
C: -5.443 -3.759 1.034
C: -4.634 -2.711 1.461
C: -4.458 1.183 1.316
C: -4.683 1.786 2.550
C: -5.562 2.860 2.670
C: -6.226 3.342 1.555
C: -5.993 2.766 0.311
C: -5.110 1.706 0.194
C: -2.547 -0.513 2.626
C: -1.173 -0.439 2.865
C: -0.608 -0.753 4.088
C: -1.429 -1.134 5.139
C: -2.803 -1.177 4.951
C: -3.349 -0.870 3.712
H: -4.683 -0.829 -1.338
H: -6.159 -2.642 -2.076
H: -6.645 -4.546 -0.562
H: -5.623 -4.600 1.694
H: -4.177 -2.788 2.436
H: -4.163 1.446 3.435
H: -5.717 3.319 3.639
H: -6.912 4.176 1.648
H: -6.490 3.150 -0.572
H: -4.902 1.297 -0.786
H: -0.479 -0.057 2.133
H: 0.463 -0.687 4.221
H: -1.005 -1.377 6.105
H: -3.456 -1.449 5.771
H: -4.426 -0.900 3.598
O: 3.092 -2.865 1.528
C: 2.011 -3.162 1.072
N: 0.972 -2.298 0.803
S: -0.238 -3.012 0.069
O: -0.303 -2.408 -1.277
O: -1.452 -2.747 0.800
C: 0.339 -4.645 0.167
C: -0.292 -5.824 -0.180
C: 0.406 -6.993 0.096
C: 1.668 -6.955 0.688
C: 2.274 -5.749 1.029
C: 1.587 -4.584 0.759
H: -1.276 -5.837 -0.629
H: -0.041 -7.948 -0.144
H: 2.178 -7.887 0.892
H: 3.249 -5.706 1.496

Cartesian forces (eV/Å) of the 2 atoms listed first:
Er -0.5 1.8 -0.5
F 0.0 0.0 0.0

* <S²>: 3.7522
* highest occupied orbital energy (spin up / spin down): -8.911 / -8.918 eV
* net charge: +1
* E_tot: -4202.2515 Ha
* max |F|: 0.037 Eh/bohr
* spin multiplicity: 4
* LUMO energy (spin up / spin down): -3.298 / -3.298 eV

Now the Löwdin charges, all in e: atom 1 (Er): 1.4004, atom 2 (F): 0.0735, atom 3 (C): -0.1814, atom 4 (C): 0.1049, atom 5 (C): -0.0357, atom 6 (C): -0.2688, atom 7 (O): -0.0606, atom 8 (C): -0.0178, atom 9 (C): 0.0582, atom 10 (N): 0.0118, atom 11 (C): -0.2663, atom 12 (C): -0.0954, atom 13 (C): -0.0738, atom 14 (C): -0.1103, atom 15 (C): 0.0594, atom 16 (C): -0.1386, atom 17 (N): -0.1059, atom 18 (C): -0.1292, atom 19 (C): -0.0657, atom 20 (N): 0.0496, atom 21 (C): -0.0668, atom 22 (C): -0.1214, atom 23 (C): -0.5722, atom 24 (O): 0.0892, atom 25 (O): -0.1740, atom 26 (H): 0.1393, atom 27 (H): 0.1537, atom 28 (H): 0.1544, atom 29 (H): 0.1145, atom 30 (H): 0.1024, atom 31 (H): 0.1161, atom 32 (H): 0.1129, atom 33 (H): 0.1147, atom 34 (H): 0.1387, atom 35 (H): 0.1303, atom 36 (H): 0.1367, atom 37 (H): 0.1356, atom 38 (H): 0.1806, atom 39 (H): 0.1842, atom 40 (H): 0.1339, atom 41 (H): 0.1353, atom 42 (H): 0.1305, atom 43 (H): 0.1390, atom 44 (N): -0.3840, atom 45 (P): 0.7190, atom 46 (C): -0.2608, atom 47 (C): -0.0879, atom 48 (C): -0.0795, atom 49 (C): -0.0907, atom 50 (C): -0.0831, atom 51 (C): -0.0852, atom 52 (C): -0.2538, atom 53 (C): -0.0759, atom 54 (C): -0.0812, atom 55 (C): -0.0875, atom 56 (C): -0.0784, atom 57 (C): -0.0856, atom 58 (C): -0.2698, atom 59 (C): -0.1085, atom 60 (C): -0.0577, atom 61 (C): -0.0712, atom 62 (C): -0.0626, atom 63 (C): -0.1162, atom 64 (H): 0.0895, atom 65 (H): 0.1027, atom 66 (H): 0.1009, atom 67 (H): 0.1016, atom 68 (H): 0.0895, atom 69 (H): 0.0906, atom 70 (H): 0.1026, atom 71 (H): 0.1021, atom 72 (H): 0.1033, atom 73 (H): 0.0908, atom 74 (H): 0.0358, atom 75 (H): 0.1138, atom 76 (H): 0.1059, atom 77 (H): 0.1089, atom 78 (H): 0.1132, atom 79 (O): 0.0776, atom 80 (C): -0.4867, atom 81 (N): -0.1408, atom 82 (S): 0.6026, atom 83 (O): -0.3653, atom 84 (O): -0.2820, atom 85 (C): -0.2213, atom 86 (C): -0.0124, atom 87 (C): -0.0532, atom 88 (C): -0.0463, atom 89 (C): 0.0074, atom 90 (C): -0.1239, atom 91 (H): 0.1296, atom 92 (H): 0.1122, atom 93 (H): 0.1105, atom 94 (H): 0.1253